1.
A 13-piece molecular cluster, C39H91N13O13 overall at a distorted geometry, computed with the ωB97M-V functional and the def2-TZVPD basis.

Summary:
relative energy (zero: lowest compared OMol25 entry of this formula, charge and spin): 1465.6 kJ/mol
HOMO-LUMO gap: 9.387 eV

Structure (ORCA input):
```
! RIJCOSX wB97M-V def2-TZVPD def2/J DEFGRID3
* xyz 0 1
C 11.7176 0.3110 1.9204
O 10.6042 -0.2362 2.2091
N 12.6592 0.5377 2.7843
C 14.0456 0.7534 2.3641
C 12.5347 0.3624 4.2056
H 11.9089 0.5814 0.8704
H 14.4176 1.6990 2.7586
H 14.1139 1.0727 1.3241
H 14.7151 -0.1042 2.4291
H 13.3515 -0.3100 4.4679
H 12.5227 1.2964 4.7674
H 11.5994 -0.1451 4.4415
C 3.1189 -6.3248 -4.3839
O 4.3755 -6.3670 -4.3978
N 2.2789 -7.3281 -3.8420
C 0.8461 -7.1579 -3.5353
C 2.8106 -8.6801 -3.3486
H 2.6459 -5.4039 -4.7589
H 0.7222 -7.1553 -2.4524
H 0.0420 -7.7697 -3.9442
H 0.5339 -6.1776 -3.8954
H 3.8659 -8.8994 -3.5109
H 2.4450 -8.8197 -2.3313
H 2.2697 -9.4552 -3.8914
C 6.9466 -6.7623 7.0310
O 7.9311 -6.6520 7.8175
N 6.3798 -7.9952 6.6254
C 5.1817 -8.1271 5.7254
C 6.9911 -9.1849 7.1041
H 6.3802 -5.9536 6.5438
H 4.3062 -8.1865 6.3720
H 5.2760 -9.0184 5.1050
H 5.2175 -7.1665 5.2115
H 7.1459 -9.8667 6.2678
H 7.9697 -9.1457 7.5825
H 6.2214 -9.5833 7.7651
C 4.7961 2.9655 6.4532
O 3.9667 2.1492 6.7948
N 4.6319 4.2633 6.2632
C 5.7437 5.1422 5.7611
C 3.4348 4.9840 6.6961
H 5.7815 2.5198 6.2469
H 6.4466 5.4139 6.5487
H 5.4511 6.0826 5.2941
H 6.2081 4.6058 4.9337
H 2.9832 5.5520 5.8828
H 2.6354 4.4535 7.2136
H 3.6703 5.7575 7.4271
C 3.0572 3.8507 -9.7100
O 3.0884 4.9555 -9.2162
N 3.2795 2.7580 -8.9375
C 2.9319 2.8063 -7.4641
C 3.1099 1.4903 -9.6031
H 3.0573 3.6050 -10.7833
H 1.8824 2.9625 -7.2149
H 3.4325 3.6762 -7.0388
H 3.4140 1.9646 -6.9669
H 3.2820 0.5526 -9.0746
H 2.1555 1.2508 -10.0720
H 3.8919 1.4350 -10.3603
C -7.2861 -2.2182 -2.6276
O -6.2304 -2.7517 -2.3857
N -8.0600 -1.4784 -1.8855
C -9.2196 -0.7827 -2.4863
C -7.4932 -0.8354 -0.6850
H -7.8053 -2.5039 -3.5555
H -9.6971 -1.2676 -3.3378
H -8.8365 0.1723 -2.8459
H -9.9040 -0.6626 -1.6465
H -6.9157 -1.5683 -0.1216
H -6.7785 -0.0456 -0.9162
H -8.3113 -0.5873 -0.0088
C -0.2785 0.5809 2.0756
O -0.7855 1.6376 2.1977
N 0.0924 -0.0325 0.9489
C 1.0762 -1.1697 0.9065
C -0.0375 0.6422 -0.3085
H 0.0082 -0.0014 2.9649
H 0.5961 -1.9411 1.5086
H 2.0511 -0.7345 1.1262
H 1.0575 -1.5157 -0.1270
H -0.5926 0.0750 -1.0556
H -0.5913 1.5791 -0.2468
H 0.9721 0.8101 -0.6836
C -5.3118 4.5598 -8.5649
O -5.7091 3.9145 -9.5605
N -4.2019 5.3718 -8.7070
C -3.8284 6.1203 -7.4850
C -3.5763 5.9170 -9.9639
H -5.6866 4.4672 -7.5338
H -2.8546 6.6069 -7.5405
H -3.8917 5.4926 -6.5961
H -4.4995 6.9418 -7.2342
H -3.3139 5.1016 -10.6379
H -4.1280 6.7629 -10.3739
H -2.6296 6.3415 -9.6297
C -3.8200 -7.0548 4.9899
O -2.9511 -6.5620 5.6645
N -4.4765 -8.1178 5.3350
C -4.6238 -8.5474 6.7882
C -5.2052 -9.0351 4.4056
H -4.0586 -6.6111 4.0110
H -3.9449 -9.3418 7.0982
H -5.5224 -9.0955 7.0716
H -4.6176 -7.6897 7.4608
H -5.1849 -8.7306 3.3591
H -4.6911 -9.9845 4.2561
H -6.2534 -9.1730 4.6710
C -3.0848 -2.1037 -9.9241
O -2.4233 -2.1434 -8.8664
N -2.6978 -2.4156 -11.1635
C -3.4815 -2.0888 -12.3186
C -1.7451 -3.4408 -11.4120
H -4.1215 -1.7430 -10.0095
H -4.3695 -2.7112 -12.4285
H -2.8614 -2.3660 -13.1711
H -3.8547 -1.0805 -12.4981
H -2.2777 -4.3125 -11.7922
H -1.0987 -3.1517 -12.2407
H -0.9939 -3.5474 -10.6294
C -5.5415 -0.0268 8.3080
O -6.6195 -0.4578 7.8657
N -5.3861 0.8887 9.3021
C -4.0954 1.3365 9.7203
C -6.5178 1.5473 9.8863
H -4.6111 -0.2154 7.7503
H -3.2442 1.1100 9.0782
H -3.9018 0.8914 10.6962
H -4.1307 2.4200 9.8335
H -6.5703 2.5587 9.4833
H -7.4639 1.0095 9.9471
H -6.3293 1.7863 10.9329
C -10.6384 3.8359 4.6522
O -11.8218 3.8567 5.1167
N -10.1863 4.6591 3.6653
C -8.8665 4.6067 3.1824
C -11.0369 5.6375 3.1139
H -9.7946 3.1798 4.9162
H -8.8296 4.5050 2.0978
H -8.2821 3.7558 3.5324
H -8.2406 5.4724 3.3995
H -11.4139 5.2461 2.1690
H -11.9378 5.8644 3.6840
H -10.6631 6.6548 2.9978
C 6.8098 7.5324 -0.5916
O 6.4721 6.3943 -0.8974
N 5.9165 8.5387 -0.5571
C 6.2358 9.9383 -0.3387
C 4.4282 8.3069 -0.4605
H 7.8818 7.7401 -0.4509
H 7.3111 10.1165 -0.3256
H 5.9699 10.3693 0.6265
H 5.6367 10.4957 -1.0587
H 3.8195 8.9056 0.2171
H 3.9666 8.4744 -1.4336
H 4.2114 7.2792 -0.1694
*
```


2.
A 2-piece molecular cluster, C9H17N3O overall at a distorted geometry, computed with the ωB97M-V functional and the def2-TZVPD basis.

Summary:
relative energy (zero: lowest compared OMol25 entry of this formula, charge and spin): 52.2 kJ/mol
HOMO-LUMO gap (alpha / beta): 7.995 / 4.069 eV

Structure (ORCA input):
```
! RIJCOSX wB97M-V def2-TZVPD def2/J DEFGRID3
* xyz 1 2
C -1.9074 1.0946 0.5269
C -2.6859 0.0442 1.3305
C -3.2400 1.9075 -1.4097
C -0.5288 -0.7882 -1.0192
C -1.5032 0.2318 -1.6795
O -1.6982 -0.0425 -2.8379
N -2.0067 1.2575 -0.9159
H -2.2079 2.0889 0.8900
H -0.8488 1.0551 0.8038
H -3.6212 -0.2638 0.8573
H -2.8644 0.5136 2.2987
H -3.4162 1.5719 -2.4326
H -0.7434 -1.8170 -1.2960
H -2.1132 -0.8667 1.4723
H -4.1237 1.5961 -0.8944
H -2.9312 2.9480 -1.4261
H 0.3847 -0.6934 -1.6220
H -0.3329 -0.7641 0.0476
C 4.1401 -0.9826 -0.8729
C 2.1186 -1.5428 1.9507
C 3.4088 -0.9350 0.3827
C 2.8530 0.2556 0.9664
N 2.9158 -2.0229 1.0145
N 2.0834 -0.1680 1.9771
H 1.5687 -2.2276 2.5760
H 1.3112 0.3140 2.4123
H 2.8713 1.2919 0.6929
H 5.0776 -1.5473 -0.7787
H 4.2950 0.0153 -1.2855
H 3.7449 -1.5241 -1.7293
*
```


3.
An isolated molecule of C8H4 at a distorted geometry, computed with the ωB97M-V functional and the def2-TZVPD basis.

Summary:
relative energy (zero: lowest compared OMol25 entry of this formula, charge and spin): 328.2 kJ/mol
HOMO-LUMO gap (alpha / beta): 7.916 / 7.664 eV

Structure (ORCA input):
```
! RIJCOSX wB97M-V def2-TZVPD def2/J DEFGRID3
* xyz 0 1
C 1.2195 2.1571 -0.7553
C 2.1079 1.3300 -1.2136
C 1.6690 0.0249 -1.1483
C 0.6063 -0.2795 -0.4177
C -0.2414 0.7964 0.2130
C 0.2220 2.0644 0.0730
C -1.2099 -0.2390 0.7338
C -0.2656 -1.3407 0.0996
H -1.3218 -0.4722 1.7910
H -2.2257 -0.0652 0.3579
H -0.4946 -2.0633 -0.7431
H -0.0658 -1.9128 1.0097
*
```


4.
C17H14ClErNO4 as an isolated structure at a distorted geometry, computed with the ωB97M-V functional and the def2-TZVPD basis.

Summary:
HOMO-LUMO gap (alpha / beta): 5.662 / 5.709 eV

Structure (ORCA input):
```
! RIJCOSX wB97M-V def2-TZVPD def2/J DEFGRID3
* xyz -1 4
C 2.6011 2.0829 1.1028
C 3.2571 2.6343 -0.0654
C 3.9370 1.5526 -0.7416
H 3.1940 3.6809 -0.3936
C 3.6897 0.3254 -0.0183
C 2.8723 0.6550 1.1361
H 2.4562 -0.0513 1.8595
H 1.9579 2.6250 1.8029
H 4.5150 1.6422 -1.6666
H 3.9989 -0.6881 -0.3062
Er 1.3141 1.0493 -0.7269
Cl -0.3286 2.7012 -0.0006
C 0.0826 0.8590 -2.8768
C 1.1224 -0.1522 -3.0034
C 2.3792 0.5314 -3.2055
H 0.9823 -1.2354 -2.8904
C 2.1277 1.9596 -3.1837
C 0.7171 2.1670 -2.9716
H 0.2178 3.1317 -2.8289
H -0.9589 0.6773 -2.5694
H 3.3552 0.0451 -3.3150
H 2.8747 2.7564 -3.2813
O 0.1384 0.1885 1.9902
C -0.4759 -0.3722 1.0648
O -0.1069 -0.4066 -0.2233
C -1.7073 -1.1438 1.3803
C -2.0064 -1.3964 2.7342
C -3.1851 -2.0709 3.1035
C -4.1024 -2.5156 2.1240
C -3.7936 -2.2640 0.7648
C -2.6082 -1.5918 0.4011
N -5.2912 -3.1670 2.4908
O -5.5092 -3.3675 3.7057
O -6.0802 -3.5243 1.5882
H -1.3354 -1.0574 3.5225
H -3.4020 -2.2532 4.1656
H -4.4967 -2.5944 -0.0127
H -2.4026 -1.4127 -0.6558
*
```